C4H7NS as an isolated structure in a non-equilibrium geometry. Source: OMol25; level of theory: wB97M-V/def2-TZVPD.

Positions of all 13 atoms, in Å:
C (-0.54897, -1.29927, 0.27632)
C (-0.32754, 1.35184, 0.02929)
C (0.94376, 0.54887, 0.60882)
C (0.83954, -0.77498, -0.05180)
H (-0.85505, -2.08615, -0.61745)
H (-0.60168, -1.56972, 1.34947)
H (-1.59700, 0.04328, -1.47867)
H (-0.69358, 2.09177, 0.68637)
H (0.09636, 1.94920, -1.01770)
H (0.81696, 0.26868, 1.67277)
H (0.77469, -0.55020, -1.14944)
N (-1.39030, 0.07606, -0.18206)
S (2.54283, -0.04937, -0.12592)

Computed properties:
Frontier orbital gap in eV: 8.939
E_HOMO in eV: -8.5376
Energy in eV: -16580.2258
Maximum force in eV Å⁻¹: 5.4